# 1
The following is a quantum chemistry calculation of an isolated molecule of C4H7NO2, from the Open Molecules 2025 dataset.

* Kohn-Sham gap: 9.8 eV
* structure (SMILES): [H]/N=C(/C)OCC=O

Cartesian coordinates (Å):
O 0.1113 -2.3483 -1.9697
O -0.9319 -0.1733 0.6437
N 0.6057 0.8771 -0.7970
C -0.2430 0.9218 0.1421
C 0.4515 2.0375 0.9844
C -0.4401 -1.4449 0.1906
C -0.6320 -1.6700 -1.3043
H 1.0445 -0.0267 -0.8499
H -1.0138 -2.2141 0.7236
H 1.5555 1.8875 0.9491
H 0.2764 3.0250 0.5608
H -1.5355 -1.1872 -1.7245
H 0.1332 1.9098 2.0002
H 0.6182 -1.5942 0.4507

---

# 2
The following is a quantum chemistry calculation of a structure of composition C41H40BGeO2PPdSe4, from the Open Molecules 2025 dataset.

* net charge: -1
* Kohn-Sham gap (alpha / beta): 6.6 / 4.9 eV
* multiplicity: 2
* ⟨S²⟩: 0.759

Cartesian coordinates (Å):
Pd 1.5055 -0.0088 1.4640
Se 3.9517 0.1017 1.8190
Se 2.5358 -1.2602 4.9621
Se 4.3334 -0.0727 4.0395
Se 0.6898 -0.4901 3.8267
Ge 1.2857 2.1470 0.3664
P 1.7958 -2.4797 0.4253
O -1.1796 -0.9729 0.4803
O -1.4080 1.0325 1.5608
C 3.6680 3.9373 0.5630
C -0.9561 5.1437 2.4315
C 0.9392 3.3467 -2.3069
C 4.9710 4.3410 0.2862
C 1.4633 -4.2781 -1.7872
C -3.8829 1.1031 1.4484
C -2.6416 0.5498 1.2348
C 0.3108 2.5941 -1.3121
C -0.4187 -3.9571 -0.3368
C 5.7804 -3.0731 -0.5370
C -0.5858 -5.4775 -2.1929
C 3.6259 -1.5830 -1.4266
C -4.9830 0.3849 0.9813
C -5.8087 -2.9173 -0.7916
C -0.3745 5.1574 3.6916
C 5.9408 -2.2002 -1.6025
C 0.7216 -5.1779 -2.5434
C 0.6952 4.3131 3.9603
C -1.0093 2.2030 -1.5490
C -0.4684 4.2908 1.4482
C -7.0708 -1.8007 1.0270
C 5.7457 3.6322 -0.6194
C -2.5033 -0.6590 0.5768
C -1.6752 2.5500 -2.7170
C -1.0298 3.2976 -3.6920
C -6.8365 -0.6972 -1.2070
C 3.4497 -2.4637 -0.3587
C -4.8616 -0.8427 0.3249
C 0.6049 3.4390 1.6996
C 2.0429 -3.5640 1.8821
C -1.1539 -4.8634 -1.0839
C 0.9041 -3.6577 -0.6726
C -6.1243 -1.5618 -0.1577
C 3.1156 2.8131 -0.0463
C 4.8564 -1.4566 -2.0510
C 0.2824 3.6945 -3.4819
C 1.1734 3.4624 2.9733
C 3.9134 2.1144 -0.9552
C 4.5411 -3.2080 0.0773
C -3.5852 -1.3765 0.1164
C 5.2089 2.5139 -1.2461
B -0.4641 0.0860 1.0928
H 1.1452 4.3011 4.9460
H 2.4837 -4.0580 -2.0740
H 1.0956 -3.6019 2.4215
H 6.6243 -3.6475 -0.1750
H -1.5424 1.6198 -0.8106
H 6.9096 -2.0881 -2.0733
H -3.4250 -2.3153 -0.3946
H -6.7391 -3.4029 -1.0943
H -2.7006 2.2307 -2.8636
H -7.9555 -2.3529 0.6988
H -0.9370 4.2910 0.4694
H 1.9914 2.7876 3.2062
H 4.9740 -0.7636 -2.8754
H -0.7564 5.8166 4.4623
H -5.1839 -2.8109 -1.6804
H 2.7661 -3.0930 2.5508
H -7.7667 -1.1749 -1.5272
H 2.7862 -0.9770 -1.7512
H 3.0781 4.5075 1.2717
H -1.5446 3.5669 -4.6065
H 2.3575 -4.5758 1.6199
H -2.1773 -5.0850 -0.8045
H 5.8057 1.9476 -1.9523
H -3.9931 2.0516 1.9568
H -0.8742 -3.4601 0.5111
H 5.3802 5.2140 0.7818
H 1.9618 3.6764 -2.1656
H -7.4055 -0.8618 1.4692
H -7.0801 0.2888 -0.8098
H 1.1732 -5.6486 -3.4084
H -6.5727 -2.3789 1.8074
H 0.8004 4.2791 -4.2336
H 6.7617 3.9432 -0.8315
H -5.9687 0.8062 1.1372
H -6.2016 -0.5569 -2.0840
H -1.7938 5.7965 2.2132
H 4.4358 -3.8860 0.9144
H -1.1607 -6.1823 -2.7809
H 3.5157 1.2269 -1.4367
H -5.2983 -3.5795 -0.0894

---

# 3
The following is a quantum chemistry calculation of an isolated molecule of C5H14BN, from the Open Molecules 2025 dataset.

* Kohn-Sham gap: 10.2 eV
* structure (SMILES): BN(C)C(C)(C)C

Cartesian coordinates (Å):
N -0.9835 -0.1313 -0.3883
C 0.3038 -0.1236 0.3481
C 0.4572 1.0228 1.4064
C 1.3533 -0.1000 -0.8291
C -1.1727 1.3125 -1.0417
C 0.5655 -1.3673 1.1093
B -1.7621 -1.2006 -0.8174
H 1.2307 -0.8600 -1.6000
H 0.4125 0.6304 2.4679
H 1.6158 -1.3656 1.4914
H -2.1642 1.4191 -1.3741
H -2.5299 -0.9793 -1.6430
H 1.4177 1.5177 1.2587
H 1.4170 0.8590 -1.3364
H 0.0416 -1.3087 2.0427
H -0.4187 1.1979 -1.8554
H -0.3059 1.8913 1.3160
H -1.6533 -2.2434 -0.5106
H -0.9123 1.9355 -0.1720
H 2.3638 -0.2607 -0.3944
H 0.3564 -2.2821 0.6222

---

# 4
The following is a quantum chemistry calculation of a structure of composition CH4IPS, from the Open Molecules 2025 dataset.

* Kohn-Sham gap (alpha / beta): 5.3 / 6.5 eV
* multiplicity: 3
* ⟨S²⟩: 2.010

Cartesian coordinates (Å):
I -2.6360 0.5521 0.5674
S -1.6884 -1.2639 -0.5049
P 1.0207 0.1514 1.0949
C 0.4822 -0.4650 -0.4990
H 0.5581 0.2408 -1.3415
H 0.0345 1.0832 1.3572
H 0.7130 -1.4413 -0.9723
H 1.5159 1.1426 0.2982

---

In the order shown, the computed DFT total energy values come out to -361.7386, -13913.8311, -278.4701, -1077.5509 Eh.
In the order shown, the computed strongest force on any atom values come out to 2.77, 0.59, 4.43, 2.36 eV Å⁻¹.